No. 1
102
Properties=species:S:1:pos:R:3:forces:R:3:mulliken_charge:R:1 method="wB97M-V/def2-TZVPD" total_charge=-1 total_energy_ha=-5246.108100 max_force_ha_per_bohr=0.15886
C 0.8884 5.6745 3.0576 1.73 -0.46 -3.91 -0.63
C 1.5461 5.5029 1.7123 -2.41 -0.01 3.90 -0.19
C 0.8086 4.4520 0.6683 0.23 -0.20 1.01 -0.36
C 1.8252 3.3543 -0.0059 2.43 -2.42 -2.66 0.46
C 2.0237 3.3531 -1.6355 2.20 -1.68 1.29 -0.07
C 1.2152 4.4322 -2.6231 -0.17 -1.61 0.76 -0.90
C -0.3437 3.8363 -2.7134 -0.12 0.38 -0.35 -0.30
C -0.4081 2.2208 -2.9897 -1.51 0.52 -1.90 -0.64
S -0.7135 1.1713 -1.4669 -1.01 0.15 0.88 0.19
C -2.5132 1.1769 -0.9475 -2.20 0.72 -0.98 -0.20
S -3.8085 1.6569 -1.9826 2.78 -0.75 1.60 -0.20
N -2.8510 0.7319 0.4906 -0.67 0.78 -1.61 0.10
C -3.6151 1.8718 1.1816 -0.80 1.36 0.98 -0.30
C -3.6439 1.7347 2.8210 -0.30 -0.21 0.27 -0.82
C -3.8356 -0.4205 0.4767 -0.65 -2.06 0.15 -0.34
C -3.3176 -1.7597 -0.3179 -0.76 -0.55 -0.04 -1.00
C 3.0235 2.2941 -2.4028 -0.30 -0.69 3.29 -0.43
C 3.8792 1.1140 -1.5973 -3.62 3.34 3.15 0.19
C 3.6373 1.1159 0.0588 -1.62 1.97 -2.19 -0.04
C 2.6597 2.1872 0.8429 -0.51 0.46 -2.91 0.50
C 2.4476 2.1687 2.4798 1.08 -0.02 0.65 -0.82
N 2.0560 0.8164 3.0432 -0.48 0.78 -0.45 -0.25
C 0.7586 0.2969 2.4535 0.51 -0.38 -0.33 -0.28
S 4.5449 -0.2564 1.0318 -1.22 -0.28 -2.67 -0.24
C 4.4305 -1.7279 -0.1827 -0.46 -2.28 -2.47 0.24
C 4.1709 -3.2641 0.3571 0.03 0.79 -3.82 -0.81
C 4.0327 -4.5357 -0.7177 1.05 4.31 -1.07 0.75
C 3.7260 -6.0188 -0.0867 0.64 0.80 0.25 -0.69
C 3.8104 -7.2599 -1.1539 -0.55 -0.20 1.28 -0.56
C 2.6458 -7.2703 -2.3068 1.08 -1.87 -1.19 -0.57
S 1.0413 -6.4312 -1.8288 -4.18 4.18 3.48 1.02
O 0.4558 -6.9011 -0.4539 2.78 0.72 -5.58 -0.60
O 1.0677 -4.8754 -1.9259 0.73 -5.94 -0.35 -0.47
O -0.1310 -6.9386 -3.0092 2.65 1.05 0.13 -0.51
C 4.2055 -4.1789 -2.3122 0.36 2.64 2.57 -0.47
C 4.4653 -2.6263 -2.8357 -0.62 -0.35 2.75 0.18
F 4.5581 -2.4246 -4.2991 -0.17 -0.51 4.07 -0.33
C 4.5750 -1.3195 -1.7987 -0.51 -4.47 1.52 -0.08
N 4.7725 0.0935 -2.1598 -2.60 -0.73 2.61 0.58
N 5.6791 0.4242 -3.0906 1.44 1.30 -1.70 0.15
C 5.1562 0.6787 -4.4793 0.87 0.89 -1.50 -0.87
C 6.7679 1.3709 -2.6636 1.70 5.09 2.15 0.39
C 8.3326 0.7943 -2.7883 -0.76 0.14 -1.29 -0.93
O 6.6376 2.6299 -2.2436 0.03 -7.74 -2.60 -0.50
H -0.1483 5.1330 3.2370 2.46 1.12 -0.31 0.22
H 1.3353 6.3309 3.9268 -0.97 -1.34 -2.12 0.22
H 2.5321 6.0925 1.4195 -2.27 -1.54 0.66 0.26
H 0.1931 5.0865 -0.1047 1.53 -1.47 1.18 0.16
H -0.0004 3.8441 1.3010 1.78 1.33 -1.33 -0.11
H 1.7035 4.4196 -3.7110 -1.00 0.05 2.53 0.31
H 1.2384 5.5173 -2.1581 -0.03 -2.29 -1.05 0.32
H -0.9461 4.0781 -1.7224 1.32 -0.54 -2.11 0.09
H -0.9099 4.3596 -3.6211 1.23 -1.01 2.00 0.38
H -1.3348 2.0359 -3.7189 1.91 0.36 1.65 0.43
H 0.5340 1.8011 -3.5826 -1.91 0.80 1.75 0.21
H -3.1421 2.9176 0.9177 -0.68 -2.17 0.43 0.25
H -4.7498 1.9280 0.8202 2.42 -0.26 0.58 0.34
H -4.2201 0.7707 3.2089 1.16 2.11 -1.06 0.17
H -2.5658 1.6986 3.2748 -1.92 0.18 -0.96 0.16
H -4.2341 2.6655 3.2735 1.33 -1.99 -1.09 0.32
H -4.8996 -0.1367 0.0349 2.24 -0.31 0.83 0.31
H -4.0206 -0.7496 1.6007 0.50 0.95 -2.36 0.18
H -3.5253 -1.6903 -1.4805 0.63 0.03 2.38 0.24
H -3.9847 -2.6730 0.0635 1.42 2.02 -0.78 0.33
H -2.2027 -2.0539 -0.1176 -2.06 0.80 -0.36 0.21
H 3.1152 2.3560 -3.5759 -0.18 -0.03 2.69 0.09
H 3.4987 2.4359 2.9770 -2.16 -0.44 -1.14 0.30
H 1.6901 2.9704 2.8744 1.38 -1.15 -1.44 0.23
H 2.0408 0.8247 4.0920 -0.08 0.34 -1.64 0.29
H 0.2326 1.1354 1.8259 0.61 -1.58 1.35 -0.09
H 1.0679 -0.5534 1.6809 -1.03 1.61 1.68 0.08
H 0.1072 -0.1099 3.3427 1.00 0.71 -2.11 0.34
H 4.0441 -3.4611 1.5212 0.30 0.58 -2.83 0.25
H 2.6978 -5.9341 0.4896 1.96 -0.41 -1.47 0.34
H 4.5403 -6.2378 0.7578 -1.67 0.57 -1.93 0.39
H 4.8898 -7.3190 -1.6074 -2.26 0.28 0.56 0.29
H 3.6577 -8.2590 -0.5186 0.31 2.27 -1.39 0.34
H 3.0195 -6.8750 -3.3687 -1.09 -0.45 2.49 0.32
H 2.3774 -8.4179 -2.4972 0.22 2.61 0.45 0.37
H 0.0577 -6.4381 -3.8757 -0.26 -0.75 1.91 0.36
H 4.1469 -5.0254 -3.1181 0.14 2.03 1.69 0.01
H 4.0157 0.4357 -4.5980 2.42 0.17 0.45 0.29
H 5.3176 1.8189 -4.7305 -0.49 -2.10 0.36 0.36
H 5.8421 0.0643 -5.2392 -1.83 1.21 1.52 0.23
H 8.3633 -0.3815 -2.7593 -0.12 2.45 0.17 0.28
H 9.0752 1.3204 -2.0531 -1.78 -1.06 -1.27 0.31
H 8.6723 1.1106 -3.8880 -0.73 -0.68 2.28 0.26
C -8.6784 -1.2188 1.7702 -1.17 -2.25 -0.94 0.61
F -7.9731 -1.4622 0.6272 -0.36 0.65 1.16 -0.22
F -9.9921 -1.1419 1.3995 1.13 0.25 0.36 -0.24
F -8.5747 -2.3496 2.5313 0.12 1.09 -0.44 -0.24
S -8.1163 0.2717 2.6573 1.86 1.09 -1.56 1.01
O -8.3232 1.3636 1.7026 -0.08 -1.37 1.25 -0.66
O -6.7139 -0.0035 2.9789 -1.66 0.06 -0.10 -0.57
N -9.1448 0.1865 3.8628 0.69 0.63 -0.14 -0.35
S -8.9475 1.3737 4.8967 1.15 2.45 1.08 1.03
O -9.3281 2.7114 4.4324 0.19 -1.88 0.35 -0.64
O -7.7284 1.3321 5.7084 -1.49 -0.37 -1.01 -0.65
C -10.2765 0.8971 6.0493 -2.03 -1.08 1.38 0.62
F -10.0902 -0.3515 6.5745 0.14 1.06 -0.52 -0.24
F -11.5032 0.8655 5.4471 1.13 0.20 0.27 -0.24
F -10.3951 1.7445 7.1127 0.50 -0.52 -1.18 -0.22

---

No. 2
86
Properties=species:S:1:pos:R:3:forces:R:3:mulliken_charge:R:1 method="wB97M-V/def2-TZVPD" total_charge=+1 e_above_lowest_kj_mol=0.00 total_energy_ha=-4811.405192 max_force_ha_per_bohr=0.00506
Ti 0.1664 1.6947 1.3729 0.04 -0.04 -0.11 0.28
C -2.1924 3.3619 1.6556 -0.01 -0.04 -0.14 -0.51
C -1.7888 3.7829 0.2520 0.01 -0.04 -0.01 -0.66
O -0.3634 3.7084 0.2234 -0.02 -0.03 0.02 0.73
C 0.2178 4.1744 -0.9895 0.04 0.00 0.01 -0.74
C 1.7272 4.3086 -0.7483 -0.03 -0.01 0.00 -0.75
O 2.0353 4.5209 0.6170 0.03 0.04 -0.02 -0.29
C 1.6208 5.7793 1.1332 -0.01 0.00 0.00 -0.66
C 1.4002 5.6454 2.6198 -0.01 0.00 0.00 -0.58
O 0.2226 4.8819 2.8236 -0.02 0.01 0.00 -0.27
C 0.1146 4.1976 4.0456 0.01 0.01 -0.02 -0.82
C 1.1908 3.1343 4.2215 0.00 0.01 -0.02 -0.70
O 1.5229 2.5232 2.9545 0.04 0.10 -0.02 0.70
C 2.9009 2.1096 2.9295 -0.01 -0.01 0.02 -0.88
C 3.2649 1.8117 1.4949 -0.01 0.01 -0.05 -0.70
O 2.1818 1.1334 0.8604 0.14 -0.05 0.17 -0.33
C 1.9195 -0.2289 1.4256 0.02 -0.19 -0.08 0.02
C 0.6250 -0.1587 2.1942 -0.09 0.21 -0.13 0.04
O -1.3589 2.2797 2.0431 -0.10 0.02 0.17 -0.43
H -3.2352 3.0426 1.6737 0.00 0.00 0.03 0.54
H -2.0526 4.1837 2.3555 0.00 0.01 0.01 0.24
H -2.1118 4.8071 0.0471 -0.01 0.00 -0.01 0.64
H -2.2055 3.1182 -0.5107 0.01 0.00 0.00 0.15
H -0.2431 5.1298 -1.2529 0.01 0.03 0.05 0.53
H 0.0235 3.4619 -1.7966 -0.02 0.03 -0.03 0.16
H 2.1274 5.1107 -1.3766 0.01 -0.02 -0.03 0.43
H 2.2340 3.3834 -1.0252 -0.01 -0.02 0.03 0.25
H 0.6878 6.1082 0.6673 0.00 -0.01 0.00 0.25
H 2.3909 6.5322 0.9360 -0.01 0.01 0.00 0.50
H 1.2897 6.6369 3.0717 0.01 0.00 0.00 0.50
H 2.2766 5.1645 3.0672 -0.01 -0.01 0.00 0.22
H -0.8705 3.7369 4.0438 -0.01 0.00 0.00 0.24
H 0.1682 4.8722 4.9089 0.00 0.00 0.00 0.54
H 0.8613 2.3668 4.9253 -0.01 -0.01 -0.01 0.32
H 2.1075 3.5768 4.6105 0.00 -0.01 0.01 0.45
H 3.0232 1.2473 3.5906 -0.02 -0.02 -0.02 0.36
H 3.5241 2.9260 3.2990 0.02 -0.02 0.02 0.68
H 4.1644 1.1964 1.4407 0.02 0.02 0.01 0.48
H 3.4161 2.7361 0.9457 -0.02 -0.01 -0.01 0.26
H 2.7740 -0.5186 2.0370 0.12 0.11 -0.11 0.50
H 1.8566 -0.8809 0.5600 -0.02 0.05 -0.01 0.02
H 0.7484 -0.0980 3.2746 -0.01 -0.11 0.03 0.34
H -0.0527 -0.9547 1.8992 -0.09 -0.02 0.17 -0.50
O -1.4936 1.0604 -2.0741 -0.06 0.07 0.03 -0.59
C -1.3265 0.5488 -1.0017 0.17 0.00 -0.10 0.63
O -0.3058 0.9460 -0.2083 -0.06 -0.05 0.11 -0.62
C -2.2035 -0.5259 -0.4134 -0.04 0.05 0.04 -0.27
C -2.6283 -1.5914 -1.4209 -0.02 -0.04 -0.01 -1.27
Ge -1.2841 -2.9953 -1.7628 0.00 0.00 0.01 1.49
C -0.4702 -3.4145 -0.0285 0.02 0.04 0.01 0.21
C -1.2900 -3.7824 1.0422 0.00 0.02 0.02 -0.26
C -0.7576 -4.0609 2.2933 0.01 -0.01 0.00 -0.78
C 0.6155 -3.9891 2.4943 -0.01 0.01 0.00 -0.58
C 1.4452 -3.6304 1.4425 -0.01 0.00 0.00 -0.44
C 0.9037 -3.3364 0.1955 0.00 -0.06 -0.01 -0.73
C 0.0985 -2.4602 -3.0257 -0.01 -0.01 -0.03 0.33
C 0.0149 -1.2863 -3.7717 0.01 0.03 0.03 -0.32
C 0.9931 -0.9681 -4.7069 0.01 -0.01 0.01 -0.76
C 2.0665 -1.8218 -4.9095 -0.01 0.00 0.00 -0.47
C 2.1578 -3.0014 -4.1815 0.00 0.01 0.00 -0.74
C 1.1790 -3.3171 -3.2515 -0.01 -0.01 -0.03 -0.31
C -2.2289 -4.5626 -2.4239 0.02 -0.02 0.01 0.11
C -3.0369 -4.4517 -3.5565 0.01 0.00 -0.01 -0.49
C -3.7184 -5.5523 -4.0539 0.00 0.00 0.01 -0.70
C -3.5993 -6.7839 -3.4234 0.00 0.01 0.00 -0.44
C -2.7970 -6.9101 -2.2996 0.00 0.00 0.00 -0.66
C -2.1164 -5.8050 -1.8036 0.00 -0.01 -0.01 -0.20
H -3.0821 0.0118 -0.0364 -0.01 -0.01 0.01 0.47
H -1.7125 -0.9667 0.4537 0.00 0.00 -0.01 -0.08
H -2.9565 -1.1276 -2.3522 0.02 0.01 0.00 0.52
H -3.4911 -2.1283 -1.0206 -0.02 0.01 -0.02 0.47
H -2.3632 -3.8639 0.8994 0.00 0.00 0.00 0.42
H -1.4109 -4.3483 3.1073 0.00 0.00 0.00 0.43
H 1.0350 -4.2249 3.4639 0.00 0.00 0.00 0.43
H 2.5186 -3.5913 1.5877 0.00 0.00 0.00 0.48
H 1.5662 -3.0624 -0.6185 0.00 0.01 0.01 0.39
H -0.8139 -0.6035 -3.6284 0.01 -0.03 -0.01 0.29
H 0.9102 -0.0542 -5.2815 0.00 0.00 0.00 0.44
H 2.8253 -1.5766 -5.6414 0.00 0.00 0.00 0.41
H 2.9852 -3.6795 -4.3473 0.00 0.00 0.00 0.41
H 1.2528 -4.2542 -2.7089 -0.01 0.00 -0.01 0.42
H -3.1334 -3.4990 -4.0677 0.00 0.00 0.00 0.35
H -4.3399 -5.4513 -4.9343 0.00 0.00 0.00 0.41
H -4.1297 -7.6440 -3.8110 0.00 0.00 0.00 0.39
H -2.6979 -7.8698 -1.8086 0.00 0.00 0.00 0.40
H -1.4898 -5.9204 -0.9262 0.00 0.01 0.01 0.30

---

No. 3
89
Properties=species:S:1:pos:R:3:forces:R:3:mulliken_charge:R:1 method="wB97M-V/def2-TZVPD" total_charge=+3 e_above_lowest_kj_mol=216.05 total_energy_ha=-3129.255535 max_force_ha_per_bohr=0.05945
Sn 0.4689 -0.0506 0.1868 -0.43 1.06 0.67 2.45
I 2.5962 1.1665 2.0175 0.88 -0.38 -0.31 0.30
C 1.1438 1.5532 3.3846 -1.23 0.03 -0.03 1.11
C 1.4031 1.7534 4.7104 -0.08 0.03 -0.28 -0.59
C 0.3529 2.1164 5.5741 0.12 0.02 0.19 -0.94
C -0.9114 2.2850 5.1062 -0.37 0.11 -0.06 -0.97
C -1.2344 2.0847 3.7419 0.96 0.12 -0.06 0.52
C -2.5306 2.3536 3.2417 -0.03 0.13 0.29 -1.08
C -2.8388 2.2465 1.9277 -0.10 0.11 -1.11 -1.00
C -1.8723 1.7706 0.9859 -0.34 0.70 2.26 -0.16
C -0.6526 1.5205 1.5238 1.61 -2.14 -1.48 0.51
C -0.1781 1.6782 2.8484 -1.35 0.48 0.41 -0.42
H 2.4083 1.6682 5.0955 0.07 -0.03 0.01 0.51
H 0.5698 2.2906 6.6185 0.02 -0.01 0.03 0.48
H -1.6978 2.6078 5.7756 -0.03 0.02 0.04 0.51
H -3.2926 2.6736 3.9399 0.00 0.02 0.07 0.46
H -3.8302 2.4817 1.5621 -0.05 0.07 0.12 0.47
H -2.1339 1.6426 -0.0367 -0.05 -0.13 -0.33 0.39
C -2.6572 -0.9130 2.9552 -0.01 -0.21 0.01 -1.54
C -1.3118 -1.2368 3.5441 -0.18 -0.21 -0.13 1.28
C -1.1062 -1.0991 4.9107 0.06 -0.08 0.03 -0.82
C 0.1142 -1.4091 5.4841 -0.07 -0.08 -0.03 -1.29
C 1.1617 -1.8532 4.6938 0.00 -0.05 0.03 -0.70
C 1.0047 -2.0131 3.3261 0.03 0.06 -0.23 0.72
C 2.1295 -2.5402 2.4812 -0.10 -0.22 0.03 -1.39
C -0.2468 -1.7132 2.7733 -0.09 -0.08 0.11 -0.31
N -0.3980 -1.8071 1.3411 0.64 0.46 -0.11 0.61
C -1.1786 -2.5985 0.7216 0.14 0.19 -0.12 0.88
C -2.0022 -3.6571 1.3607 0.05 -0.05 0.02 -2.45
C -1.2355 -2.4185 -0.7897 -0.24 0.23 -0.14 1.46
C -1.9815 -3.4633 -1.5485 0.10 0.09 -0.10 -2.20
N -0.7136 -1.3645 -1.3196 -0.27 -0.40 0.20 1.00
C -0.7545 -1.2154 -2.7712 0.22 0.33 0.05 -0.51
C -1.6431 -0.2735 -3.2952 0.03 -0.26 0.17 0.54
C -2.5837 0.4614 -2.3986 -0.24 -0.03 -0.05 -0.75
C -1.6886 -0.0973 -4.6727 -0.18 -0.20 -0.13 -1.19
C -0.8455 -0.8189 -5.5076 -0.06 -0.15 0.00 -1.18
C 0.0424 -1.7353 -4.9631 -0.09 -0.02 -0.03 -0.65
C 0.0963 -1.9670 -3.5925 -0.01 -0.02 0.19 1.57
C 1.0321 -3.0067 -3.0469 -0.02 -0.07 -0.14 -1.53
H -3.1533 -0.1453 3.5429 0.00 -0.05 -0.03 0.52
H -3.3090 -1.7879 2.9666 -0.02 -0.05 0.05 0.44
H -2.5896 -0.5654 1.9230 -0.05 0.01 0.10 0.13
H -1.9236 -0.7596 5.5318 -0.04 0.05 0.02 0.49
H 0.2430 -1.3250 6.5535 0.03 0.05 0.05 0.49
H 2.1126 -2.1002 5.1455 0.04 -0.02 0.01 0.54
H 3.0631 -2.5298 3.0381 0.03 0.01 0.00 0.47
H 2.2705 -1.9699 1.5661 0.07 0.02 -0.04 0.07
H 1.9375 -3.5723 2.1785 0.01 -0.03 0.02 0.37
H -1.7823 -3.7297 2.4218 0.02 0.00 0.02 0.37
H -1.8161 -4.6214 0.8860 0.02 0.00 0.00 0.60
H -3.0636 -3.4388 1.2321 -0.04 0.02 0.00 0.47
H -1.4841 -4.4298 -1.4514 0.01 -0.04 0.04 0.48
H -2.0627 -3.2130 -2.5997 -0.02 -0.03 -0.06 0.43
H -2.9832 -3.5798 -1.1322 0.01 0.01 0.05 0.55
H -3.3211 -0.2127 -1.9570 -0.01 -0.01 0.01 0.43
H -3.1315 1.2263 -2.9442 -0.02 0.04 0.00 0.58
H -2.0466 0.9292 -1.5823 0.12 0.11 -0.01 -0.62
H -2.4392 0.5561 -5.0935 -0.01 0.16 -0.05 0.50
H -0.9006 -0.6902 -6.5799 -0.01 0.01 -0.04 0.47
H 0.6868 -2.3101 -5.6143 0.03 -0.02 -0.02 0.54
H 1.7710 -3.2810 -3.7972 -0.04 -0.03 -0.05 0.44
H 0.4931 -3.9187 -2.7842 0.00 -0.05 -0.02 0.30
H 1.5502 -2.6571 -2.1609 -0.15 -0.23 -0.07 0.04
N 2.3866 5.1565 -1.1840 0.10 0.09 0.19 -0.18
C 0.9933 4.6446 -1.3919 -0.26 -0.14 0.07 -1.00
P 1.2080 2.9000 -2.0086 0.54 1.01 -0.94 0.96
O 2.6501 2.8732 -2.3866 0.00 0.07 0.07 -1.03
O 0.5530 1.9837 -1.0290 -0.44 -1.49 0.74 -0.37
C 0.2818 2.7238 -3.5729 -0.08 -0.03 -0.17 -0.55
N 0.9059 1.5716 -4.3111 -0.17 0.61 -0.57 -0.11
H 2.5295 6.1106 -1.5239 -0.02 -0.12 0.06 0.38
H 2.9887 4.4721 -1.7031 0.15 -0.04 -0.14 0.34
H 2.6696 5.1174 -0.2015 -0.07 0.10 -0.12 0.34
H 0.4890 5.2840 -2.1136 -0.01 -0.01 0.00 0.44
H 0.4375 4.6571 -0.4569 0.05 0.09 -0.01 0.36
H 0.3498 3.6198 -4.1860 0.01 -0.01 -0.03 0.64
H -0.7684 2.5108 -3.3814 0.00 -0.10 -0.10 0.10
H 1.5083 0.9963 -3.6841 0.04 0.06 -0.02 0.40
H 1.5018 1.8962 -5.0770 -0.18 0.00 0.10 0.44
H 0.1948 0.9225 -4.6840 0.07 0.26 -0.06 0.07
C 4.2750 -1.2323 -2.0622 -0.35 -0.51 0.04 -1.15
S 2.8231 -0.3837 -1.5756 0.76 0.67 0.80 0.26
O 3.2165 0.7300 -0.7454 0.03 -0.43 -0.37 -0.62
O 1.9768 -1.3356 -0.6832 -0.06 1.36 -0.02 -0.62
O 2.0339 -0.0431 -2.7473 0.49 -0.89 0.45 -0.58
H 4.7999 -1.5549 -1.1673 0.02 0.02 0.04 0.45
H 4.8685 -0.5156 -2.6215 0.01 0.11 -0.05 0.47
H 4.0008 -2.0821 -2.6813 0.06 -0.05 -0.06 0.34